No. 1
Molecular formula: C5H4F2N2O2
Method: DFT, ωB97M-V/def2-TZVPD

Geometry as XYZ:
```
15
C5H4F2N2O2 ωB97M-V/def2-TZVPD
C 0.5500 0.8504 1.1833
C 1.5821 0.6048 0.3615
F 2.7214 1.3230 0.2639
C 1.6435 -0.5518 -0.5074
C 0.5809 -0.8953 -1.3000
N -0.5564 -0.2009 -1.2995
C -1.2537 0.3445 -0.4032
F -1.9269 1.4083 -0.7236
N -2.0697 -0.5069 0.5893
O -3.1942 -0.1033 0.7569
O -1.5869 -1.5607 0.9100
H -0.1405 0.0285 1.3424
H 0.3238 1.7702 1.6918
H 2.6065 -0.8940 -0.7393
H 0.7201 -1.6168 -2.1261
```

- Total charge: 0
- Relative energy (zero: lowest compared OMol25 entry of this formula, charge and spin): 176.0 kJ/mol
- Total energy: -17753.953 eV
- Gap between HOMO and LUMO: 8.141 eV
- HOMO level: -9.30 eV


No. 2
Molecular formula: C22H32N4O4S
Method: DFT, ωB97M-V/def2-TZVPD

Geometry as XYZ:
```
63
C22H32N4O4S ωB97M-V/def2-TZVPD
C 3.9972 3.8221 -1.1211
C 3.5543 2.3720 -0.9548
N 4.4583 1.6209 -0.1133
C 4.6050 1.9707 1.2792
C 3.3140 1.9112 2.0961
S 4.7355 0.0397 -0.5126
O 5.8823 -0.4032 0.2255
O 4.7478 -0.0572 -1.9403
C 3.3137 -0.8786 0.1012
C 3.4701 -1.6947 1.2171
C 2.3899 -2.3794 1.7230
C 1.1324 -2.2410 1.1211
N 0.0421 -2.9057 1.6143
C -1.1732 -2.7752 1.0475
C -1.4144 -1.9944 -0.0402
C -2.8375 -1.9400 -0.5073
O -3.7300 -2.4593 0.1486
N -3.0286 -1.3064 -1.6734
C -4.3392 -1.0079 -2.1844
C -4.7185 0.4837 -1.9951
N -4.7406 0.9803 -0.6468
C -3.4637 1.3315 -0.0547
C -3.4764 2.8074 0.3617
C -4.3587 3.0909 1.5738
C -5.7858 2.5610 1.4325
C -5.8651 1.0382 1.5594
C -5.6627 0.2949 0.2340
C -0.3362 -1.2367 -0.6534
O -0.4651 -0.4916 -1.6228
C 0.9744 -1.4124 -0.0033
C 2.0926 -0.7425 -0.5096
H 3.8979 4.3740 -0.1898
H 5.0344 3.8570 -1.4420
H 3.3794 4.3038 -1.8741
H 3.5830 1.8714 -1.9232
H 2.5262 2.3358 -0.5683
H 5.3358 1.2647 1.6760
H 5.0332 2.9755 1.3426
H 2.8525 0.9290 2.0222
H 3.5406 2.1112 3.1401
H 2.6014 2.6574 1.7534
H 4.4518 -1.7764 1.6558
H 2.4994 -3.0249 2.5822
H 0.1645 -3.5069 2.4174
H -1.9950 -3.3203 1.4916
H -2.2263 -0.8390 -2.0881
H -5.0483 -1.6472 -1.6555
H -4.3719 -1.2423 -3.2525
H -5.7187 0.6175 -2.4226
H -4.0209 1.0999 -2.5686
H -3.2349 0.6980 0.8110
H -2.6616 1.1921 -0.7838
H -3.8375 3.3876 -0.4894
H -2.4548 3.1275 0.5811
H -3.9044 2.6480 2.4644
H -4.3939 4.1724 1.7293
H -6.3944 3.0108 2.2210
H -6.1968 2.8687 0.4710
H -5.1235 0.7066 2.2888
H -6.8441 0.7528 1.9501
H -5.3418 -0.7352 0.4612
H -6.6182 0.2422 -0.2983
H 1.9755 -0.1312 -1.3903
```

- Total charge: 0
- Relative energy (zero: lowest compared OMol25 entry of this formula, charge and spin): 112.9 kJ/mol
- Total energy: -48319.942 eV
- Gap between HOMO and LUMO: 7.553 eV
- HOMO level: -7.83 eV


No. 3
Molecular formula: C7H17Cl4N3O6
Method: DFT, ωB97M-V/def2-TZVPD

Geometry as XYZ:
```
37
C7H17Cl4N3O6 ωB97M-V/def2-TZVPD
C 0.4174 3.1441 2.3748
N 0.6181 3.3206 0.9162
O 1.5340 2.6960 0.4093
O -0.1577 4.0200 0.3117
H -0.5091 2.5881 2.5016
H 0.3848 4.1108 2.8642
H 1.2260 2.5353 2.7663
C -4.5217 -1.2925 -2.0327
N -5.9749 -1.5895 -1.8698
O -6.4220 -2.4579 -2.5969
O -6.6626 -0.8727 -1.1820
H -4.1127 -1.7870 -2.9030
H -3.9743 -1.5665 -1.1342
H -4.4474 -0.2144 -2.1486
C 2.2036 -2.9896 3.5057
N 2.5473 -1.7031 2.8474
O 3.6899 -1.3854 2.6805
O 1.5979 -1.0465 2.4786
H 3.0937 -3.5457 3.7789
H 1.7518 -3.5451 2.6816
H 1.4945 -2.8229 4.3040
Cl 1.6701 -1.0342 -3.8224
C 3.1008 -0.2238 -3.1756
C 2.9074 0.3221 -1.7772
Cl 4.4006 1.0895 -1.2439
H 3.4676 0.5467 -3.8507
H 3.8682 -0.9980 -3.1477
H 2.5697 -0.4897 -1.1306
H 2.0901 1.0444 -1.7576
Cl -1.6688 0.7542 -2.1001
C -0.5857 0.7943 -0.6960
C -1.1103 0.1948 0.6131
Cl -2.7532 0.8815 0.9860
H -0.2505 1.8046 -0.4893
H 0.2416 0.1378 -0.9612
H -0.4639 0.4575 1.4428
H -1.2606 -0.8778 0.5570
```

- Total charge: 0
- Relative energy (zero: lowest compared OMol25 entry of this formula, charge and spin): 35.4 kJ/mol
- Total energy: -74371.322 eV
- Gap between HOMO and LUMO: 10.608 eV
- HOMO level: -10.81 eV


No. 4
Molecular formula: C4H6ClN
Method: DFT, ωB97M-V/def2-TZVPD

Geometry as XYZ:
```
12
C4H6ClN ωB97M-V/def2-TZVPD
C 1.1007 0.4929 -0.5162
C 3.3896 3.0355 1.3847
C 0.8109 -0.7983 -1.2227
C -0.1624 1.3248 -0.2811
N 3.6854 2.6183 0.3360
Cl 3.7522 1.8301 -1.0894
H 1.5490 -1.4675 -0.7866
H 1.0545 -0.6216 -2.2976
H -0.3054 -1.2613 -1.3131
H 0.0014 1.9792 0.5102
H -1.2002 0.8209 -0.2867
H -0.1287 1.8847 -1.2311
```

- Total charge: 0
- Relative energy (zero: lowest compared OMol25 entry of this formula, charge and spin): 641.2 kJ/mol
- Total energy: -18250.795 eV
- Gap between HOMO and LUMO: 8.582 eV
- HOMO level: -8.49 eV


No. 5
Molecular formula: C22H53N3O2Si2
Method: DFT, ωB97M-V/def2-TZVPD

Geometry as XYZ:
```
82
C22H53N3O2Si2 ωB97M-V/def2-TZVPD
C 1.8452 3.3115 2.5061
C 0.4172 3.2359 3.0382
O -0.0690 1.9099 3.1302
C -0.2862 1.2830 1.8778
C -1.4894 0.3376 1.9753
C -2.6361 0.6410 0.9971
C -2.7078 -0.2772 -0.2347
C -1.3902 -0.5706 -0.9817
C -1.1070 0.2110 -2.2694
C -0.8215 1.7127 -2.0182
C -1.6776 2.7720 -2.7342
C -3.0027 3.0830 -2.0152
C -2.9379 4.2735 -1.0412
C -4.1774 5.1610 -1.0769
N -5.4066 4.5326 -0.5958
C 0.0359 -0.4933 -2.9941
O 0.4149 0.1259 -4.2046
C -0.6323 0.5550 -5.0421
C -2.0216 0.0277 -4.6824
N -2.3158 0.0217 -3.1962
H 2.3913 2.4158 2.8053
H 1.8837 3.3817 1.4168
H 2.3668 4.1794 2.9127
H 0.3576 3.6353 4.0506
H -0.2620 3.8315 2.4087
H 0.6150 0.7331 1.5874
H -0.4585 2.0569 1.1143
H -1.8539 0.4075 2.9999
H -1.1594 -0.6973 1.8443
H -3.5952 0.5534 1.5120
H -2.5711 1.6882 0.6811
H -3.1230 -1.2355 0.0814
H -3.4615 0.1485 -0.9119
H -1.3416 -1.6363 -1.2191
H -0.5277 -0.3869 -0.3363
H -0.9574 1.8811 -0.9500
H 0.2376 1.8760 -2.2212
H -1.0770 3.6817 -2.7913
H -1.8827 2.5053 -3.7734
H -3.7930 3.2706 -2.7517
H -3.3186 2.1986 -1.4504
H -2.8103 3.9109 -0.0145
H -2.0540 4.8809 -1.2591
H -3.9903 6.0609 -0.4851
H -4.3553 5.4932 -2.1035
H -5.8935 4.0421 -1.3349
H -5.2269 3.8624 0.1431
H -0.2266 -1.5472 -3.1648
H 0.9135 -0.4868 -2.3483
H -0.6424 1.6466 -5.0639
H -0.4240 0.2118 -6.0583
H -2.1632 -0.9943 -5.0271
H -2.7677 0.6548 -5.1666
H -2.6929 -0.8962 -2.9553
H -3.0448 0.6971 -2.9642
C 2.9180 -5.5019 4.4284
Si 3.5666 -4.2616 3.1544
C 5.2017 -4.9997 2.5251
C 4.0856 -2.7363 4.1678
N 2.4274 -3.9681 1.9797
Si 2.4585 -2.9905 0.6639
C 3.7367 -3.3563 -0.6953
C 2.6644 -1.1214 1.0086
C 0.7924 -3.0814 -0.2627
H 3.6493 -5.7113 5.2147
H 2.0102 -5.1170 4.9008
H 2.6637 -6.4458 3.9391
H 5.8376 -5.3399 3.3483
H 5.7755 -4.2706 1.9447
H 4.9995 -5.8563 1.8763
H 3.1988 -2.2085 4.5300
H 4.6702 -2.0333 3.5659
H 4.6940 -3.0124 5.0347
H 4.7496 -3.1215 -0.3562
H 3.5558 -2.7864 -1.6141
H 3.7109 -4.4202 -0.9451
H 2.0093 -0.8370 1.8366
H 2.4356 -0.4923 0.1364
H 3.6883 -0.8904 1.3159
H -0.0286 -2.7958 0.4030
H 0.6092 -4.1020 -0.6085
H 0.7947 -2.4209 -1.1369
```

- Total charge: 0
- Total energy: -47993.137 eV
- Gap between HOMO and LUMO: 4.604 eV
- HOMO level: -5.78 eV


No. 6
Molecular formula: C18H24N8O4RuS
Method: DFT, ωB97M-V/def2-TZVPD

Geometry as XYZ:
```
56
C18H24N8O4RuS ωB97M-V/def2-TZVPD
Ru 0.9043 -0.6632 -0.2650
C 2.1368 1.0827 5.2566
C 3.0272 1.6626 4.1634
N 3.3478 0.6858 3.1366
C 2.4245 0.2502 2.2659
S 2.9937 -0.5435 0.7774
N 1.1571 0.4108 2.4752
N 0.3042 0.1122 1.5333
C -1.0210 0.0493 1.7972
C -1.5026 0.1900 3.2023
C -1.8386 -0.1427 0.6724
C -3.2502 -0.0008 0.6354
C -3.9146 -0.0842 -0.5558
C -3.1905 -0.3071 -1.7446
C -1.8309 -0.4931 -1.6492
N -1.1742 -0.4496 -0.4969
H 1.8973 1.8577 5.9782
H 2.6365 0.2658 5.7685
H 1.2108 0.7169 4.8259
H 3.9648 2.0160 4.5926
H 2.5124 2.5078 3.6917
H 4.3148 0.5087 2.9134
H -0.7919 -0.2857 3.8754
H -2.4814 -0.2617 3.3329
H -1.5627 1.2431 3.4794
H -3.7800 0.1904 1.5544
H -4.9846 0.0414 -0.5990
H -3.6826 -0.3415 -2.7016
H -1.2340 -0.6895 -2.5344
C -1.2770 -4.2912 2.7722
O -1.0787 -4.5227 1.3771
C -0.3778 -3.6093 0.7160
O 0.1279 -2.6223 1.2188
N -0.3076 -3.9105 -0.6034
N 0.4346 -3.0809 -1.4526
H -1.7088 -5.2079 3.1672
H -1.9610 -3.4527 2.9227
H -0.3256 -4.0740 3.2605
H -0.6367 -4.8179 -0.9130
H -0.0649 -2.9340 -2.3267
H 1.3576 -3.4637 -1.6647
O 1.6592 -0.8018 -2.1879
N 1.5522 0.1224 -3.0564
N 0.9833 1.2094 -2.7057
O 0.5622 1.4508 -1.5195
C 0.7316 2.1385 -3.7421
C 1.5763 2.1735 -4.8474
C 1.2882 3.0412 -5.8829
C 0.1652 3.8531 -5.8188
C -0.6690 3.8136 -4.7125
C -0.3862 2.9619 -3.6607
H 2.4466 1.5382 -4.8810
H 1.9367 3.0839 -6.7437
H -0.0583 4.5204 -6.6352
H -1.5449 4.4414 -4.6763
H -1.0168 2.9105 -2.7869
```

- Total charge: +1
- Relative energy (zero: lowest compared OMol25 entry of this formula, charge and spin): 208.7 kJ/mol
- Total energy: -52573.860 eV
- Gap between HOMO and LUMO (spin up / spin down): 6.870 / 6.454 eV
- HOMO level (spin up / spin down): -10.81 / -10.71 eV
- Spin multiplicity: 2
- Expectation value of S²: 1.1941


No. 7
Molecular formula: C2H16NO4
Method: DFT, ωB97M-V/def2-TZVPD

Geometry as XYZ:
```
23
C2H16NO4 ωB97M-V/def2-TZVPD
C -0.5287 1.1885 0.0197
N -1.1669 -0.0642 0.5828
C -2.0184 -0.7776 -0.3776
H 0.0991 1.6752 0.7789
H 0.0441 0.8616 -0.8451
H -1.2243 1.9765 -0.2725
H -1.6936 0.3682 1.3703
H -0.3891 -0.5169 1.0734
H -2.2062 -1.7485 0.1680
H -1.6084 -0.7565 -1.3953
H -3.0878 -0.5919 -0.3515
H 2.7356 -0.4446 -2.0002
H 1.6722 0.5499 -2.5899
O 2.1284 0.2809 -1.7753
H -0.1398 3.9125 -0.9934
H 1.0129 4.4288 -0.0057
O 0.3912 3.7165 -0.2062
H 1.3542 -1.6228 3.2848
H 1.0823 -2.4795 2.1464
O 0.6797 -1.7252 2.5961
H 1.0149 -3.3380 0.1113
H 1.1592 -2.3914 -1.0808
O 0.6894 -2.5017 -0.2381
```

- Total charge: +1
- Relative energy (zero: lowest compared OMol25 entry of this formula, charge and spin): 173.2 kJ/mol
- Total energy: -12006.791 eV
- Gap between HOMO and LUMO: 11.981 eV
- HOMO level: -14.76 eV


No. 8
Molecular formula: C4H6N2O2
Method: DFT, ωB97M-V/def2-TZVPD

Geometry as XYZ:
```
14
C4H6N2O2 ωB97M-V/def2-TZVPD
C 0.5351 -0.2143 1.9669
C 0.7886 0.0313 0.6506
C -0.0020 -0.3027 -0.5904
N 0.0047 0.1697 -1.7307
N 1.0210 0.9152 -1.9297
O -1.0264 -1.3996 -0.3387
C -1.9817 -0.6454 0.3581
O -2.0614 0.5720 0.2251
H -0.6144 -0.5353 2.2234
H 1.5762 -0.4122 2.5359
H 1.7160 0.1725 0.2451
H 1.4850 1.7479 -1.3214
H 1.3327 1.2245 -2.9274
H -2.7731 -1.3238 0.6333
```

- Total charge: 0
- Relative energy (zero: lowest compared OMol25 entry of this formula, charge and spin): 543.4 kJ/mol
- Total energy: -11315.410 eV
- Gap between HOMO and LUMO: 8.939 eV
- HOMO level: -8.61 eV


The highest total energy belongs to which entry? C4H6N2O2


Please write out number 2 again, unchanged.
Molecular formula: C22H32N4O4S
Method: DFT, ωB97M-V/def2-TZVPD

Geometry as XYZ:
```
63
C22H32N4O4S ωB97M-V/def2-TZVPD
C 3.9972 3.8221 -1.1211
C 3.5543 2.3720 -0.9548
N 4.4583 1.6209 -0.1133
C 4.6050 1.9707 1.2792
C 3.3140 1.9112 2.0961
S 4.7355 0.0397 -0.5126
O 5.8823 -0.4032 0.2255
O 4.7478 -0.0572 -1.9403
C 3.3137 -0.8786 0.1012
C 3.4701 -1.6947 1.2171
C 2.3899 -2.3794 1.7230
C 1.1324 -2.2410 1.1211
N 0.0421 -2.9057 1.6143
C -1.1732 -2.7752 1.0475
C -1.4144 -1.9944 -0.0402
C -2.8375 -1.9400 -0.5073
O -3.7300 -2.4593 0.1486
N -3.0286 -1.3064 -1.6734
C -4.3392 -1.0079 -2.1844
C -4.7185 0.4837 -1.9951
N -4.7406 0.9803 -0.6468
C -3.4637 1.3315 -0.0547
C -3.4764 2.8074 0.3617
C -4.3587 3.0909 1.5738
C -5.7858 2.5610 1.4325
C -5.8651 1.0382 1.5594
C -5.6627 0.2949 0.2340
C -0.3362 -1.2367 -0.6534
O -0.4651 -0.4916 -1.6228
C 0.9744 -1.4124 -0.0033
C 2.0926 -0.7425 -0.5096
H 3.8979 4.3740 -0.1898
H 5.0344 3.8570 -1.4420
H 3.3794 4.3038 -1.8741
H 3.5830 1.8714 -1.9232
H 2.5262 2.3358 -0.5683
H 5.3358 1.2647 1.6760
H 5.0332 2.9755 1.3426
H 2.8525 0.9290 2.0222
H 3.5406 2.1112 3.1401
H 2.6014 2.6574 1.7534
H 4.4518 -1.7764 1.6558
H 2.4994 -3.0249 2.5822
H 0.1645 -3.5069 2.4174
H -1.9950 -3.3203 1.4916
H -2.2263 -0.8390 -2.0881
H -5.0483 -1.6472 -1.6555
H -4.3719 -1.2423 -3.2525
H -5.7187 0.6175 -2.4226
H -4.0209 1.0999 -2.5686
H -3.2349 0.6980 0.8110
H -2.6616 1.1921 -0.7838
H -3.8375 3.3876 -0.4894
H -2.4548 3.1275 0.5811
H -3.9044 2.6480 2.4644
H -4.3939 4.1724 1.7293
H -6.3944 3.0108 2.2210
H -6.1968 2.8687 0.4710
H -5.1235 0.7066 2.2888
H -6.8441 0.7528 1.9501
H -5.3418 -0.7352 0.4612
H -6.6182 0.2422 -0.2983
H 1.9755 -0.1312 -1.3903
```

- Total charge: 0
- Relative energy (zero: lowest compared OMol25 entry of this formula, charge and spin): 112.9 kJ/mol
- Total energy: -48319.942 eV
- Gap between HOMO and LUMO: 7.553 eV
- HOMO level: -7.83 eV